70
Properties=species:S:1:pos:R:3:forces:R:3 method="wB97M-V/def2-TZVPD" e_tot_ev=-109347.8975 e_lumo_ha="-0.1028 / -0.1024" e_homo_ev="-7.4 / -7.4" homo_lumo_gap_ev="4.5774 / 4.5902"
V 0.383 -0.902 0.671 -1.44 -0.38 -1.24
C 3.290 -1.300 -2.474 -0.23 0.00 -0.17
C 2.664 -0.880 -1.172 -0.09 -0.53 -0.67
N 1.451 -1.354 -0.872 1.30 1.07 0.65
N 0.961 -2.228 -1.760 -0.07 -1.54 -1.70
C -0.258 -2.622 -1.670 0.03 -0.01 0.20
S -1.340 -2.123 -0.455 -0.61 -0.32 -0.35
S -0.835 -3.686 -2.971 -0.19 -0.07 -0.01
C -1.706 -2.359 -3.915 0.24 -0.26 0.31
C -0.682 -1.444 -4.496 -0.03 0.20 -0.14
C -0.101 -1.749 -5.721 -0.05 0.06 0.11
C 0.906 -0.959 -6.242 0.03 -0.01 -0.06
C 1.355 0.145 -5.535 0.11 0.07 0.01
C 0.784 0.459 -4.313 0.03 0.08 0.03
C -0.231 -0.329 -3.796 -0.15 0.02 -0.06
C 3.417 -0.039 -0.303 -0.24 0.39 1.17
C 4.719 0.404 -0.631 -0.03 0.09 -0.04
C 5.448 1.205 0.208 0.06 -0.06 -0.14
C 4.932 1.583 1.451 -0.22 -0.12 -0.04
C 3.692 1.146 1.837 -0.34 -0.08 0.07
C 2.904 0.350 0.977 2.23 0.56 -0.85
O 1.734 -0.038 1.331 0.77 0.96 0.86
H 2.558 -1.813 -3.094 0.21 0.10 0.04
H 4.124 -1.975 -2.286 0.08 -0.02 0.03
H 3.665 -0.432 -3.012 0.06 0.05 0.02
H -2.390 -1.869 -3.221 -0.01 -0.01 -0.15
H -2.265 -2.893 -4.682 -0.05 0.05 0.03
H -0.440 -2.622 -6.260 -0.03 -0.10 -0.10
H 1.340 -1.204 -7.200 0.05 -0.01 -0.06
H 2.150 0.758 -5.937 0.02 0.05 -0.03
H 1.130 1.324 -3.760 0.01 0.05 0.01
H -0.684 -0.074 -2.843 -0.04 -0.05 -0.02
H 5.154 0.110 -1.569 0.04 -0.03 -0.16
H 6.428 1.544 -0.089 0.08 -0.02 -0.05
H 5.512 2.219 2.103 0.02 0.02 0.09
H 3.274 1.408 2.800 0.00 0.05 0.00
N 2.566 -6.159 5.102 0.05 -0.07 0.05
C 2.163 -5.365 4.379 0.31 -0.63 0.52
C 1.659 -4.385 3.501 -0.63 1.31 -1.11
C 1.221 -3.144 3.993 0.11 -0.64 0.11
C 0.736 -2.207 3.114 0.06 0.11 0.03
N 0.672 -2.409 1.785 0.58 -2.41 1.84
C 1.073 -3.604 1.316 -0.29 0.04 -0.32
C 1.571 -4.602 2.119 0.20 -0.12 0.69
H 1.275 -2.932 5.050 -0.06 0.06 0.04
H 0.407 -1.238 3.481 0.12 -0.08 -0.08
H 0.960 -3.778 0.250 0.05 0.17 0.11
H 1.890 -5.536 1.682 -0.01 -0.04 -0.01
O -4.248 3.854 5.629 0.07 -0.16 0.45
S -5.424 4.400 4.997 0.33 0.33 -1.75
O -5.812 5.726 5.400 -0.16 0.09 0.32
O -6.494 3.458 4.716 -0.32 -0.21 0.57
C -4.903 4.553 3.213 -0.68 0.01 2.52
N -5.433 5.467 2.439 -0.38 0.83 -0.99
C -5.178 5.351 1.143 0.08 -0.10 0.24
C -4.368 4.344 0.635 0.31 -0.50 0.00
C -3.837 3.439 1.559 -0.86 1.23 0.41
N -4.143 3.561 2.854 1.31 -1.29 -1.28
C -2.902 2.355 1.259 0.57 -0.51 -0.13
C -2.101 2.322 0.112 -0.04 -0.20 0.30
C -1.197 1.294 -0.046 -0.03 0.29 -0.54
N -1.066 0.298 0.835 -1.73 1.99 0.53
C -1.822 0.326 1.939 -0.41 -0.03 0.38
C -2.729 1.329 2.196 -0.04 0.10 -0.25
H -5.643 6.088 0.501 0.04 0.02 -0.16
H -4.185 4.257 -0.423 0.02 0.03 -0.18
H -2.168 3.095 -0.636 0.04 0.06 -0.07
H -0.550 1.246 -0.920 -0.13 0.02 0.06
H -1.716 -0.511 2.624 -0.03 0.06 -0.02
H -3.318 1.345 3.100 -0.03 0.00 0.10

***

23
Properties=species:S:1:pos:R:3:forces:R:3 method="wB97M-V/def2-TZVPD" e_tot_ev=-34689.6038 e_lumo_ha=-0.0023 e_homo_ev=-4.7 homo_lumo_gap_ev=4.6578
C -1.075 0.161 -3.002 -0.98 0.04 -0.74
C -1.133 -1.181 -2.527 -1.27 0.62 -0.45
C -2.135 -1.245 -1.513 -0.03 0.56 -0.21
C -2.635 0.063 -1.292 0.35 -0.55 -0.72
C -1.960 0.960 -2.184 -0.47 -0.84 -1.06
In 0.132 0.549 -0.845 -2.09 -2.08 -0.76
P 2.180 1.897 -0.787 1.88 1.62 -0.21
H -0.627 0.495 -3.960 -0.07 -0.21 1.00
H -0.729 -2.040 -3.042 0.34 0.05 0.21
H -2.529 -2.159 -1.057 0.39 0.46 -0.04
H -2.310 1.958 -2.449 0.33 -0.20 0.30
H -3.510 0.305 -0.699 0.35 0.08 0.19
H 1.728 3.289 -0.914 1.34 -0.68 0.22
H 2.969 1.467 -1.947 -0.03 0.86 1.25
H 2.827 1.602 0.489 0.20 0.77 -1.22
N 1.748 0.194 3.258 0.71 0.50 0.38
C 0.860 -0.697 2.802 -2.10 0.17 -0.85
N 0.883 -1.863 3.474 0.68 -0.27 0.56
S -0.279 -0.414 1.558 0.93 -0.56 2.57
H 2.146 0.004 4.167 0.30 0.36 -0.32
H 1.913 1.091 2.826 -0.43 -0.28 0.20
H 0.239 -2.592 3.247 -0.31 0.05 0.00
H 1.299 -1.843 4.397 -0.06 -0.49 -0.27

***

7
Properties=species:S:1:pos:R:3:forces:R:3 method="wB97M-V/def2-TZVPD" e_tot_ev=-27293.8912 e_lumo_ha=-0.0484 e_homo_ev=-9.4 homo_lumo_gap_ev=8.0610
C 0.692 -0.773 -0.249 -0.04 1.82 1.91
C -0.821 -0.256 0.064 1.96 -0.18 -1.61
N 1.227 0.385 -0.021 -0.01 2.60 2.61
O 1.048 -1.768 -0.733 -0.20 -2.52 -1.20
S -1.632 0.803 1.051 -1.04 0.70 0.75
S -1.794 0.670 -1.062 -0.06 -0.23 0.50
H 1.280 0.939 0.950 -0.61 -2.19 -2.97

***

46
Properties=species:S:1:pos:R:3:forces:R:3 method="wB97M-V/def2-TZVPD" e_tot_ev=-154306.7451 e_lumo_ha=-0.0498 e_homo_ev=-7.9 homo_lumo_gap_ev=6.5136
C 3.102 2.098 0.599 0.59 -0.54 0.07
N 1.618 2.510 0.517 1.25 -1.15 1.14
C 0.870 1.315 1.064 -1.15 -0.66 -0.17
C -0.758 1.479 1.130 -4.49 -1.66 -0.44
C -1.597 2.790 1.643 -3.33 -2.61 -0.91
C -3.269 2.767 1.692 2.87 -1.67 -0.59
C -4.109 1.427 1.237 -0.27 -2.22 -0.84
N -5.598 1.128 1.209 5.54 -1.73 -1.11
S -5.753 -0.522 0.556 3.40 2.30 0.77
N -4.106 -1.111 0.240 0.04 6.71 2.71
C -3.293 0.092 0.684 0.34 0.31 0.32
C -1.654 0.151 0.660 0.28 3.59 2.83
H 3.332 1.469 1.584 -0.48 1.33 -1.83
H 3.361 1.357 -0.300 -0.65 1.85 1.86
H 3.833 3.017 0.597 -1.58 -1.71 -0.23
H 1.466 3.379 1.076 0.02 -1.22 -0.46
H 1.269 0.986 2.136 -0.84 0.65 -2.02
H 1.083 0.418 0.307 -0.47 1.89 1.78
H -1.028 3.766 1.985 -1.47 -2.30 -0.82
H -3.863 3.725 2.083 1.53 -2.47 -1.01
H -1.070 -0.819 0.285 -1.31 2.66 2.88
C -1.885 -1.878 -2.753 -0.16 0.10 -0.66
Cl -0.645 -3.079 -3.135 0.09 -0.07 -0.11
Cl -1.352 -0.804 -1.454 -0.50 -0.63 -4.03
H -2.090 -1.282 -3.645 0.12 -0.17 0.18
H -2.795 -2.394 -2.437 0.29 0.13 0.10
C 4.987 -1.128 0.053 0.31 0.04 -0.13
Cl 3.616 -1.282 -1.052 0.05 -0.06 -0.08
Cl 4.465 -1.262 1.737 0.10 -0.03 0.04
H 5.707 -1.921 -0.160 -0.29 0.15 0.09
H 5.457 -0.153 -0.097 -0.23 -0.20 0.08
C 0.042 -3.433 1.607 -0.02 -0.45 0.20
Cl -0.235 -3.336 -0.136 0.25 -0.53 0.54
Cl 0.381 -1.837 2.287 0.16 -0.20 0.27
H -0.851 -3.841 2.087 0.18 0.22 -0.15
H 0.895 -4.089 1.796 -0.16 0.27 -0.10
C 2.551 4.561 3.390 0.38 -0.01 -0.13
Cl 0.875 5.088 3.193 0.05 0.12 -0.08
Cl 2.824 3.898 5.006 0.08 -0.01 -0.11
H 2.771 3.791 2.647 -0.12 0.12 0.30
H 3.213 5.418 3.240 -0.26 -0.17 0.13
C -2.420 -4.514 -6.763 -0.17 -0.08 -0.31
Cl -2.242 -2.942 -5.973 -0.21 0.05 -0.39
Cl -1.697 -5.800 -5.790 -0.04 -0.06 -0.09
H -3.484 -4.725 -6.898 0.29 0.07 0.17
H -1.924 -4.481 -7.735 -0.03 0.03 0.34

***

61
Properties=species:S:1:pos:R:3:forces:R:3 method="wB97M-V/def2-TZVPD" smiles="CCCCN(C)C(=O)c1nc2ccccn2c1CNCCCn1ncc2ccccc21" e_tot_ev=-36363.6899 e_lumo_ha=0.0202 e_homo_ev=-8.0 homo_lumo_gap_ev=8.5199
C -7.417 -0.656 -0.368 0.10 0.24 0.03
C -6.214 0.276 -0.279 0.06 -0.31 -0.07
C -4.900 -0.484 -0.433 0.03 0.42 0.05
C -3.694 0.452 -0.333 -0.27 -0.11 0.28
N -2.441 -0.262 -0.481 -0.08 0.04 0.04
C -1.966 -0.465 -1.829 0.30 0.00 -0.38
C -1.771 -0.606 0.636 -0.22 0.08 -0.08
O -2.212 -0.362 1.755 0.01 0.00 0.26
C -0.447 -1.262 0.502 0.87 -0.27 0.50
N -0.106 -2.176 -0.440 0.02 -0.38 -0.23
C 1.124 -2.553 -0.159 -0.26 0.29 0.18
C 1.951 -3.486 -0.801 0.51 -0.23 0.01
C 3.207 -3.706 -0.312 -0.34 -0.08 -0.25
C 3.664 -2.994 0.818 -0.13 0.22 0.33
C 2.859 -2.089 1.436 0.78 -0.26 0.21
N 1.606 -1.878 0.966 -0.47 -0.30 -0.58
C 0.593 -1.074 1.402 -0.87 0.51 0.13
C 0.721 -0.134 2.553 0.18 -0.01 0.07
N 1.245 1.173 2.174 0.36 0.06 0.04
C 0.258 2.039 1.550 -0.10 0.12 0.07
C 0.924 3.330 1.064 -0.09 -0.24 -0.20
C 1.180 3.320 -0.450 -0.18 0.46 0.35
N 1.716 2.075 -0.923 0.31 -0.16 -0.06
N 0.953 1.257 -1.661 -0.50 -0.16 -0.34
C 1.657 0.191 -1.946 0.01 0.17 0.09
C 2.950 0.281 -1.373 0.09 0.48 0.30
C 4.094 -0.520 -1.343 0.01 0.12 -0.03
C 5.183 -0.062 -0.643 0.13 -0.17 -0.11
C 5.164 1.177 0.015 -0.01 0.10 0.06
C 4.059 1.994 -0.008 0.04 0.16 0.12
C 2.943 1.534 -0.707 0.09 -0.56 -0.36
H -7.371 -1.410 0.415 -0.04 -0.11 0.07
H -8.343 -0.098 -0.254 -0.14 -0.03 0.00
H -7.438 -1.163 -1.330 -0.04 -0.08 -0.09
H -6.286 1.038 -1.060 0.01 0.09 0.03
H -6.221 0.787 0.685 0.01 0.10 0.01
H -4.888 -1.000 -1.396 0.01 -0.08 -0.03
H -4.817 -1.237 0.352 0.03 -0.07 0.00
H -3.689 0.925 0.652 -0.03 0.03 -0.18
H -3.746 1.226 -1.104 0.03 -0.02 0.01
H -2.820 -0.602 -2.490 -0.05 -0.02 -0.01
H -1.339 -1.353 -1.867 -0.16 0.14 -0.18
H -1.383 0.398 -2.166 -0.08 -0.04 -0.06
H 1.565 -4.004 -1.663 -0.05 -0.07 -0.09
H 3.862 -4.420 -0.785 0.03 -0.08 -0.07
H 4.660 -3.162 1.194 0.07 0.06 0.09
H 3.169 -1.517 2.297 -0.02 0.05 0.02
H -0.264 0.009 2.999 0.14 -0.12 0.01
H 1.392 -0.557 3.309 -0.15 -0.05 0.02
H 2.043 1.051 1.555 -0.08 0.05 0.08
H -0.263 1.553 0.709 -0.01 0.08 0.06
H -0.492 2.257 2.315 -0.03 0.01 -0.11
H 0.294 4.190 1.289 0.05 0.08 0.01
H 1.861 3.452 1.609 0.00 0.08 0.06
H 1.859 4.136 -0.721 -0.10 -0.06 -0.07
H 0.236 3.454 -0.983 0.17 0.00 0.00
H 1.239 -0.601 -2.533 -0.16 -0.17 -0.13
H 4.111 -1.467 -1.858 0.04 -0.09 -0.02
H 6.081 -0.660 -0.597 0.08 -0.06 0.00
H 6.048 1.496 0.549 0.06 0.05 0.05
H 4.056 2.951 0.491 0.03 0.09 0.08

***

68
Properties=species:S:1:pos:R:3:forces:R:3 method="wB97M-V/def2-TZVPD" multiplicity=2 e_tot_ev=-118039.5575 s_squared=0.76 total_charge=-1 e_lumo_ha="0.0849 / 0.0421" e_homo_ev="-5.1 / -5.1" homo_lumo_gap_ev="7.4078 / 6.2361"
Ir -1.368 0.802 1.913 -0.57 -0.57 -0.74
N -3.316 0.504 1.444 0.02 0.51 0.09
C -3.662 1.124 0.146 -0.09 -0.06 -0.16
C -2.984 2.482 0.106 0.00 0.04 0.13
O -3.556 3.472 -0.353 0.09 -0.08 -0.11
N -1.779 2.405 0.668 0.98 -0.05 -0.50
C -1.108 3.625 1.040 -0.12 -0.02 0.55
C -1.111 3.637 2.567 0.16 -0.05 -0.05
O -1.015 4.652 3.225 0.06 0.00 0.01
O -1.180 2.438 3.109 -0.63 -0.27 0.61
H -3.394 -0.509 1.414 -0.03 -0.03 0.15
H -3.880 0.860 2.210 -0.15 -0.04 -0.09
H -4.735 1.229 -0.009 0.00 -0.02 0.14
H -3.252 0.488 -0.638 -0.04 -0.02 -0.02
H -1.592 4.515 0.648 -0.08 -0.03 -0.01
H -0.063 3.612 0.724 -0.02 0.04 -0.12
C 1.618 -1.715 4.059 0.03 0.01 -0.08
C 0.479 -0.734 3.872 -0.13 -0.14 0.24
C 0.434 0.310 4.978 0.01 0.03 -0.06
O 0.661 -0.012 2.633 0.01 0.57 -0.23
C -0.892 -1.447 3.849 -0.07 0.17 -0.08
O -1.064 -2.490 4.457 0.02 -0.01 0.05
O -1.802 -0.804 3.196 0.44 0.02 0.16
H 2.548 -1.184 4.266 0.00 0.01 -0.04
H 1.754 -2.327 3.164 -0.02 -0.02 0.01
H 1.378 -2.382 4.884 0.01 0.00 0.01
H 1.376 0.859 5.009 0.02 -0.02 0.01
H 0.271 -0.188 5.934 0.03 -0.01 0.00
H -0.370 1.023 4.799 0.02 0.00 0.02
H 0.643 -0.646 1.895 0.22 0.04 -0.03
C 6.256 1.065 -3.994 -0.04 0.00 0.03
C 5.087 1.151 -3.049 0.02 0.00 -0.02
C 4.965 0.278 -1.977 0.00 -0.01 0.03
C 3.898 0.354 -1.089 0.00 -0.05 -0.02
C 3.801 -0.640 0.036 0.00 0.03 -0.03
C 2.921 1.349 -1.277 -0.09 -0.01 0.05
Se 1.505 1.531 -0.039 0.24 0.01 -0.15
C 3.013 2.223 -2.378 0.02 0.02 -0.05
C 1.974 3.278 -2.643 0.01 -0.03 -0.01
C 4.097 2.108 -3.238 -0.02 0.01 0.00
H 6.908 0.231 -3.738 0.00 0.00 -0.01
H 6.849 1.982 -3.963 0.01 0.00 -0.01
H 5.917 0.930 -5.023 0.01 0.00 0.00
H 5.721 -0.486 -1.826 -0.01 0.00 0.00
H 4.627 -1.350 -0.008 0.00 0.01 0.00
H 2.859 -1.188 -0.027 0.01 -0.01 0.02
H 3.810 -0.140 1.005 -0.01 -0.02 0.01
H 0.970 2.879 -2.506 0.00 0.02 -0.02
H 2.072 3.661 -3.659 0.02 0.01 0.01
H 2.081 4.112 -1.947 -0.03 -0.01 0.02
H 4.172 2.786 -4.083 -0.01 0.00 0.00
O -0.177 -0.349 -1.370 0.00 0.13 0.07
C -0.995 -0.933 -0.673 0.14 0.00 -0.11
O -1.122 -0.855 0.613 -0.45 -0.01 0.22
C -1.956 -1.895 -1.340 0.05 -0.13 0.09
C -1.882 -2.079 -2.712 -0.05 0.02 -0.04
C -2.759 -2.936 -3.383 0.00 0.01 -0.01
C -3.695 -3.584 -2.618 0.00 0.01 0.01
O -4.668 -4.458 -3.029 0.00 -0.04 0.00
C -5.374 -4.844 -1.850 -0.04 -0.04 -0.01
O -4.776 -4.193 -0.736 0.00 -0.03 0.00
C -3.760 -3.420 -1.247 -0.02 0.04 -0.02
C -2.903 -2.592 -0.573 0.05 0.04 0.03
H -1.125 -1.532 -3.257 0.00 0.02 0.01
H -2.709 -3.085 -4.453 0.00 0.02 0.00
H -5.303 -5.927 -1.724 0.04 0.00 0.01
H -6.420 -4.538 -1.937 0.01 0.04 0.00
H -2.917 -2.493 0.503 -0.01 -0.02 0.04

***

no.,molar mass (g/mol)
1,705.7
2,290.0
3,119.2
4,603.9
5,418.5
6,788.7